Molecular formula: H13NO5
Method: DFT, the ωB97M-V functional and the def2-TZVPD basis

CARTESIAN COORDINATES (ANGSTROEM)
N: 1.81 1.24 1.21
H: 0.82 1.13 1.39
H: 2.18 1.84 1.98
H: 1.95 1.84 0.41
O: -1.20 0.91 1.32
H: -1.75 0.16 1.46
H: -1.76 1.47 0.76
O: -1.19 -2.34 -0.40
H: -1.49 -2.84 0.29
H: -0.73 -1.73 0.10
O: 1.92 -1.60 1.05
H: 2.09 -0.65 0.77
H: 2.84 -2.00 0.89
O: 0.87 1.41 -1.88
H: 0.03 1.69 -1.50
H: 1.09 0.58 -1.52
O: -2.72 -0.13 -1.87
H: -2.05 -0.76 -1.63
H: -2.72 -0.21 -2.82

Summary:
2S+1 = 1
HOMO energy = -10.4 eV
SMILES string = N.O.O.O.O.O
HOMO-LUMO gap = 10.77 eV
ΔE to the lowest compared entry with this formula, charge and spin = 30.6 kcal/mol
Calculated total energy = -438.7335 Ha

Molecular formula: C9H14N2PYb
Method: DFT, the ωB97M-V functional and the def2-TZVPD basis

CARTESIAN COORDINATES (ANGSTROEM)
C: 0.61 -0.37 -1.34
C: -0.62 -0.07 -2.11
C: -0.72 1.30 -2.25
C: 0.33 1.94 -1.52
C: 1.10 0.96 -0.90
Yb: -0.95 0.81 -0.10
P: 0.29 -1.79 -0.08
H: 1.40 -0.95 -1.83
H: -1.27 -0.87 -2.47
H: -1.45 1.82 -2.88
H: 2.01 1.09 -0.30
H: 0.53 3.03 -1.55
H: 1.32 -2.01 0.89
H: 0.22 -2.96 -0.87
H: -1.00 -1.59 0.54
C: 0.81 3.11 4.56
N: 0.48 1.87 3.85
C: 0.61 0.57 4.34
C: 0.20 -0.27 3.34
N: -0.24 0.50 2.26
C: -0.03 1.78 2.60
H: 0.07 3.32 5.34
H: 1.79 3.03 5.05
H: 0.80 3.95 3.86
H: 1.01 0.38 5.32
H: 0.14 -1.35 3.34
H: -0.27 2.68 2.02

Summary:
2S+1 = 2
HOMO energy (spin up / spin down) = -3.2 / -4.6 eV
<S²> = 0.759
HOMO-LUMO gap (spin up / spin down) = 3.54 / 4.79 eV
ΔE to the lowest compared entry with this formula, charge and spin = 120.3 kcal/mol
Calculated total energy = -1960.5677 Ha

Molecular formula: C41H37F7FeN7O9S2
Method: DFT, the ωB97M-V functional and the def2-TZVPD basis

CARTESIAN COORDINATES (ANGSTROEM)
Fe: 0.17 0.08 0.56
C: 1.88 1.09 -3.39
O: 2.62 0.03 -2.71
C: 1.90 -0.21 -1.62
N: 0.92 0.55 -1.34
C: 1.06 1.71 -2.25
C: -0.20 2.39 -2.69
C: -1.40 1.69 -2.82
C: -2.55 2.35 -3.23
C: -2.50 3.71 -3.52
C: -1.31 4.41 -3.40
C: -0.16 3.75 -2.97
C: 2.33 -1.26 -0.67
C: 3.28 -2.25 -0.84
C: 3.52 -3.11 0.22
C: 2.81 -2.97 1.42
C: 1.88 -1.95 1.50
N: 1.68 -1.12 0.48
C: 0.96 -1.63 2.60
N: 0.12 -0.67 2.45
C: -0.71 -0.61 3.66
C: -0.19 -1.82 4.49
O: 0.94 -2.34 3.71
C: -0.61 0.70 4.40
C: 0.40 1.62 4.16
C: 0.45 2.81 4.89
C: -0.51 3.08 5.85
C: -1.53 2.16 6.09
C: -1.58 0.98 5.37
H: 1.23 0.62 -4.14
H: 2.59 1.76 -3.86
H: 1.68 2.44 -1.71
H: -1.43 0.63 -2.60
H: -3.47 1.79 -3.32
H: -3.40 4.23 -3.86
H: -1.26 5.47 -3.63
H: 0.76 4.30 -2.84
H: 3.80 -2.35 -1.78
H: 4.25 -3.90 0.13
H: 2.97 -3.63 2.25
H: -1.74 -0.78 3.35
H: -0.92 -2.62 4.57
H: 0.19 -1.54 5.46
H: 1.14 1.42 3.41
H: 1.24 3.52 4.69
H: -0.47 4.00 6.41
H: -2.28 2.37 6.84
H: -2.38 0.27 5.55
C: -2.98 7.14 0.91
C: -2.32 6.40 -0.24
N: -2.16 4.97 0.03
C: -0.94 4.50 0.36
C: -0.63 3.20 0.61
C: 0.84 2.89 0.87
O: 1.61 3.84 0.85
O: 1.17 1.68 1.11
C: -1.67 2.24 0.53
O: -1.54 1.00 0.64
C: -3.01 2.74 0.23
C: -4.06 1.82 0.14
C: -5.28 2.25 -0.29
F: -6.30 1.37 -0.41
C: -5.50 3.58 -0.66
C: -4.49 4.50 -0.53
C: -3.22 4.09 -0.07
N: -6.76 3.99 -1.24
C: -7.89 3.85 -0.33
C: -9.11 4.52 -0.94
N: -9.39 3.89 -2.28
C: -8.20 3.99 -3.20
C: -7.01 3.33 -2.52
H: -3.09 8.19 0.67
H: -2.38 7.05 1.81
H: -3.97 6.74 1.13
H: -1.33 6.80 -0.43
H: -2.88 6.51 -1.17
H: -0.14 5.23 0.41
H: -3.88 0.78 0.36
H: -4.69 5.52 -0.82
H: -7.67 4.34 0.61
H: -8.13 2.80 -0.11
H: -8.92 5.58 -1.13
H: -9.99 4.40 -0.32
H: -10.20 4.32 -2.71
H: -9.61 2.90 -2.14
H: -8.03 5.05 -3.37
H: -8.45 3.50 -4.13
H: -6.14 3.46 -3.16
H: -7.19 2.25 -2.42
F: -4.16 -3.89 -2.46
C: -4.65 -2.68 -2.66
F: -5.81 -2.57 -2.03
F: -4.86 -2.51 -3.97
S: -3.47 -1.39 -2.09
O: -2.26 -1.60 -2.82
O: -4.19 -0.16 -2.28
N: -3.40 -1.73 -0.54
S: -2.15 -2.16 0.28
O: -2.47 -2.12 1.68
O: -0.89 -1.58 -0.14
C: -1.85 -3.94 -0.07
F: -2.92 -4.67 0.22
F: -1.51 -4.13 -1.34
F: -0.83 -4.36 0.70

Summary:
2S+1 = 1
HOMO energy = -10.0 eV
Total charge = +1
HOMO-LUMO gap = 6.99 eV
ΔE to the lowest compared entry with this formula, charge and spin = 0.0 kcal/mol
Calculated total energy = -5404.0923 Ha

Molecular formula: C44H33BrCl2IN6O2SSn
Method: DFT, the ωB97M-V functional and the def2-TZVPD basis

CARTESIAN COORDINATES (ANGSTROEM)
Sn: 0.53 0.44 -0.57
O: -4.43 4.85 1.45
C: -4.20 5.01 0.22
O: -4.89 5.51 -0.69
C: -2.84 4.46 -0.22
C: -1.79 4.35 0.67
C: -0.59 3.80 0.25
N: -0.42 3.26 -0.96
C: -1.44 3.34 -1.82
C: -2.64 3.98 -1.51
C: -1.29 2.62 -3.13
C: -2.42 2.07 -3.73
C: -2.27 1.39 -4.92
C: -1.01 1.27 -5.48
C: 0.06 1.83 -4.79
N: -0.06 2.48 -3.64
C: 0.58 3.71 1.19
C: 0.70 4.59 2.27
C: 1.78 4.46 3.13
C: 2.71 3.46 2.90
C: 2.51 2.62 1.82
N: 1.47 2.74 0.99
H: -1.97 4.65 1.70
H: -3.44 4.09 -2.23
H: -3.38 2.13 -3.24
H: -3.13 0.93 -5.40
H: -0.85 0.74 -6.41
H: 1.07 1.73 -5.18
H: -0.04 5.36 2.42
H: 1.88 5.13 3.97
H: 3.56 3.32 3.55
H: 3.19 1.80 1.62
Cl: 2.16 -0.03 -3.01
C: 3.07 -1.50 -2.72
C: 3.60 -2.12 -3.84
C: 4.32 -3.29 -3.69
C: 4.51 -3.81 -2.42
C: 3.96 -3.17 -1.32
Cl: 4.25 -3.90 0.24
C: 3.20 -1.99 -1.41
S: 2.51 -1.28 0.04
H: 3.43 -1.69 -4.81
H: 4.74 -3.79 -4.55
H: 5.08 -4.72 -2.27
C: -0.67 -5.20 -1.19
C: -1.81 -4.64 -0.61
C: -2.01 -3.27 -0.62
C: -1.08 -2.39 -1.22
C: 0.04 -2.98 -1.82
C: 0.25 -4.35 -1.80
N: -1.20 -1.00 -1.18
C: -2.50 -0.47 -1.20
C: -3.49 -0.97 -2.07
C: -4.77 -0.45 -2.08
C: -5.12 0.61 -1.24
C: -4.15 1.14 -0.40
C: -2.87 0.60 -0.37
H: -0.52 -6.27 -1.18
H: -2.54 -5.28 -0.15
H: -2.91 -2.85 -0.17
H: 0.74 -2.34 -2.33
H: 1.14 -4.76 -2.27
H: -3.22 -1.78 -2.74
H: -5.50 -0.86 -2.77
H: -6.12 1.02 -1.25
H: -4.39 1.98 0.24
H: -2.13 1.04 0.30
Br: 4.65 0.97 5.99
C: 4.86 -0.67 5.06
C: 5.98 -1.43 5.36
C: 6.21 -2.62 4.68
C: 5.31 -3.05 3.71
C: 4.19 -2.29 3.42
C: 3.95 -1.10 4.10
I: 2.23 -0.06 3.57
H: 6.68 -1.08 6.11
H: 7.09 -3.21 4.92
H: 5.49 -3.96 3.16
H: 3.50 -2.60 2.65
C: -3.48 -1.65 2.82
N: -2.35 -0.75 2.62
C: -2.26 0.56 3.06
C: -1.11 1.05 2.53
N: -0.50 0.07 1.76
C: -1.28 -0.99 1.85
H: -3.84 -1.57 3.84
H: -3.15 -2.67 2.63
H: -4.28 -1.40 2.13
H: -3.02 1.01 3.68
H: -0.69 2.04 2.64
H: -1.11 -1.94 1.35

Summary:
2S+1 = 1
HOMO energy = -4.9 eV
Total charge = -1
HOMO-LUMO gap = 6.78 eV
ΔE to the lowest compared entry with this formula, charge and spin = 6.2 kcal/mol
Calculated total energy = -6580.2657 Ha

Molecular formula: C47H44F4N8OSSeSiY
Method: DFT, the ωB97M-V functional and the def2-TZVPD basis

CARTESIAN COORDINATES (ANGSTROEM)
Y: 0.12 0.80 -0.25
O: 1.34 -1.04 -1.38
C: 2.20 -0.88 -2.49
C: 3.06 0.35 -2.33
C: 4.22 0.53 -3.08
C: 5.00 1.65 -2.83
C: 4.61 2.53 -1.84
C: 3.44 2.28 -1.15
N: 2.67 1.22 -1.40
H: 1.97 -1.17 -0.59
H: 1.58 -0.80 -3.39
H: 2.84 -1.76 -2.61
H: 4.50 -0.20 -3.82
H: 5.90 1.81 -3.40
H: 5.20 3.40 -1.60
H: 3.09 2.93 -0.36
F: 6.03 0.94 3.77
C: 4.78 0.99 3.23
F: 3.94 0.83 4.27
F: 4.64 2.25 2.79
C: 4.60 -0.04 2.16
C: 5.66 -0.88 1.86
C: 5.53 -1.84 0.87
C: 4.32 -1.90 0.21
N: 3.29 -1.09 0.47
C: 3.38 -0.16 1.45
S: 2.05 0.88 1.77
H: 6.59 -0.79 2.41
H: 6.33 -2.53 0.63
H: 4.14 -2.64 -0.56
N: -3.28 -0.15 0.65
C: -3.16 -0.53 -0.61
N: -4.10 -1.33 -1.12
C: -3.94 -1.66 -2.39
N: -4.84 -2.51 -2.95
N: -2.98 -1.17 -3.21
C: -2.12 -0.38 -2.60
N: -2.09 -0.07 -1.31
C: -1.12 0.30 -3.47
C: -1.23 0.21 -4.86
C: -0.38 0.97 -5.64
C: 0.53 1.81 -5.01
C: 0.57 1.83 -3.62
N: -0.21 1.06 -2.86
H: -4.01 -0.56 1.20
H: -2.61 0.52 1.03
H: -5.35 -3.08 -2.29
H: -4.55 -2.94 -3.81
H: -1.99 -0.43 -5.28
H: -0.44 0.93 -6.72
H: 1.19 2.46 -5.57
H: 1.23 2.50 -3.09
C: -2.32 -1.57 5.53
C: -2.14 -0.42 4.77
C: -1.57 -0.50 3.50
C: -1.16 -1.72 2.96
C: -1.33 -2.86 3.75
C: -1.91 -2.79 5.01
Si: -0.38 -1.82 1.20
C: -1.52 -3.07 0.27
C: -2.65 -3.71 0.80
C: -3.40 -4.60 0.05
C: -3.05 -4.90 -1.26
C: -1.95 -4.26 -1.82
C: -1.21 -3.36 -1.06
C: 1.09 -2.99 1.61
C: 1.84 -2.75 2.78
C: 2.94 -3.52 3.11
C: 3.34 -4.56 2.28
C: 2.63 -4.81 1.13
C: 1.52 -4.04 0.80
H: -2.76 -1.51 6.51
H: -2.44 0.54 5.16
H: -1.42 0.41 2.93
H: -1.00 -3.82 3.38
H: -2.02 -3.69 5.60
H: -2.95 -3.50 1.82
H: -4.27 -5.08 0.50
H: -3.63 -5.61 -1.84
H: -1.67 -4.46 -2.84
H: -0.37 -2.85 -1.52
H: 1.54 -1.94 3.44
H: 3.49 -3.30 4.02
H: 4.21 -5.16 2.54
H: 2.92 -5.63 0.47
H: 0.97 -4.28 -0.10
F: -1.30 1.58 1.04
C: -4.97 6.07 0.97
C: -3.65 5.48 0.58
C: -2.66 5.22 1.52
C: -1.43 4.68 1.17
C: -0.42 4.40 2.25
C: -1.16 4.39 -0.17
Se: 0.54 3.68 -0.69
C: -2.15 4.63 -1.13
C: -1.93 4.29 -2.58
C: -3.37 5.18 -0.75
H: -5.07 6.13 2.06
H: -5.80 5.47 0.59
H: -5.10 7.09 0.58
H: -2.86 5.44 2.57
H: -0.81 4.67 3.23
H: 0.50 4.96 2.07
H: -0.15 3.35 2.25
H: -1.65 3.24 -2.69
H: -1.11 4.87 -3.00
H: -2.83 4.48 -3.17
H: -4.13 5.35 -1.50

Summary:
2S+1 = 1
HOMO energy = -3.9 eV
Total charge = -1
HOMO-LUMO gap = 5.63 eV
ΔE to the lowest compared entry with this formula, charge and spin = 0.0 kcal/mol
Calculated total energy = -5858.0479 Ha

Molecular formula: C7H10
Method: DFT, the ωB97M-V functional and the def2-TZVPD basis

CARTESIAN COORDINATES (ANGSTROEM)
C: -2.08 0.48 0.21
C: -1.01 -0.55 0.07
C: -0.03 -1.09 -0.80
C: 1.82 0.52 -1.00
C: 1.44 0.96 0.26
C: 0.86 0.11 1.19
C: 0.21 -1.10 0.71
H: -2.86 0.29 -0.53
H: -2.53 0.41 1.21
H: -1.72 1.50 0.06
H: -1.15 -1.66 -0.66
H: 0.38 -1.11 -1.80
H: 1.99 1.25 -1.79
H: 2.34 -0.42 -1.12
H: 1.49 2.03 0.50
H: 0.69 0.40 2.23
H: 0.17 -2.03 1.27

Summary:
2S+1 = 1
HOMO energy (spin up / spin down) = -6.5 / -6.5 eV
HOMO-LUMO gap (spin up / spin down) = 7.33 / 7.33 eV
ΔE to the lowest compared entry with this formula, charge and spin = 154.4 kcal/mol
Calculated total energy = -272.4720 Ha

Molecular formula: C30H44N2O34S7
Method: DFT, the ωB97M-V functional and the def2-TZVPD basis

CARTESIAN COORDINATES (ANGSTROEM)
C: 38.88 18.98 26.07
C: 39.07 20.39 26.54
O: 40.41 20.39 26.99
S: 41.07 18.94 27.27
O: 41.57 18.66 28.67
O: 42.01 18.62 26.19
O: 39.61 18.22 26.95
H: 39.26 18.86 25.05
H: 37.84 18.67 26.14
H: 38.53 20.75 27.41
H: 38.99 21.26 25.89
C: 37.01 22.70 31.47
C: 38.55 22.73 31.53
O: 38.97 23.96 31.92
S: 37.93 25.02 31.12
O: 38.28 25.20 29.70
O: 37.71 26.22 31.95
O: 36.63 24.01 31.22
H: 36.57 22.51 32.45
H: 36.78 21.86 30.80
H: 38.90 22.57 30.51
H: 39.01 21.85 31.98
C: 34.64 24.82 28.55
C: 35.06 25.41 27.12
O: 34.37 24.60 26.20
S: 34.57 23.05 26.73
O: 35.92 22.53 26.55
O: 33.45 22.23 26.24
O: 34.33 23.45 28.26
H: 33.77 25.30 28.99
H: 35.54 24.74 29.16
H: 36.12 25.26 26.91
H: 34.85 26.47 26.98
C: 38.36 14.67 25.70
C: 39.00 15.04 27.00
O: 39.21 13.75 27.59
S: 39.58 12.62 26.46
O: 38.81 11.35 26.70
O: 41.03 12.49 26.20
O: 38.86 13.51 25.27
H: 38.49 15.45 24.95
H: 37.29 14.55 25.82
H: 38.39 15.69 27.63
H: 40.00 15.45 26.84
C: 28.35 21.85 27.54
C: 28.05 20.38 27.66
O: 29.24 19.80 27.24
S: 30.57 20.42 27.94
O: 31.69 20.54 27.08
O: 30.74 20.03 29.36
O: 29.76 21.88 27.89
H: 27.99 22.58 28.27
H: 28.38 22.16 26.50
H: 27.25 20.06 26.99
H: 27.79 20.24 28.71
C: 33.20 15.07 28.60
C: 32.97 15.44 27.15
O: 31.52 15.66 27.07
S: 30.85 15.92 28.53
O: 29.40 15.64 28.52
O: 31.15 17.35 28.95
O: 31.98 14.83 29.20
H: 33.49 15.92 29.22
H: 33.90 14.24 28.75
H: 33.21 14.64 26.45
H: 33.41 16.31 26.66
C: 31.65 19.20 23.85
C: 31.67 17.65 23.97
O: 33.02 17.26 24.00
S: 34.10 18.44 23.53
O: 34.76 18.07 22.24
O: 34.92 18.81 24.69
O: 32.90 19.49 23.25
H: 31.63 19.49 24.90
H: 31.03 19.56 23.03
H: 31.04 17.33 23.14
H: 31.09 17.37 24.85
C: 38.67 16.51 30.65
C: 39.89 16.95 30.93
C: 40.15 18.00 31.77
C: 39.04 18.64 32.41
C: 37.75 18.20 32.06
C: 37.59 17.19 31.15
N: 39.29 19.62 33.46
O: 40.45 19.89 33.83
O: 38.32 20.06 34.05
H: 38.55 15.72 29.93
H: 40.72 16.53 30.37
H: 41.18 18.28 31.92
H: 36.91 18.66 32.56
H: 36.55 16.90 31.09
C: 31.01 23.37 31.37
C: 30.52 24.37 32.13
C: 31.22 24.98 33.18
C: 32.53 24.55 33.44
C: 33.05 23.54 32.68
C: 32.31 22.94 31.52
N: 33.16 25.03 34.66
O: 34.25 24.43 34.99
O: 32.69 26.05 35.32
H: 30.41 22.94 30.59
H: 29.46 24.56 32.03
H: 30.74 25.55 33.96
H: 33.96 23.12 33.06
H: 32.74 22.30 30.77
O: 35.80 17.17 27.63
C: 35.24 18.06 28.31
O: 34.93 17.95 29.60
C: 34.34 19.13 30.17
C: 34.70 20.14 29.02
C: 34.91 19.41 27.80
H: 34.62 19.34 31.20
H: 33.27 18.96 30.30
H: 35.68 20.43 29.41
H: 34.04 21.00 28.89
H: 35.83 19.64 27.27
H: 34.14 19.49 27.03

Summary:
2S+1 = 2
HOMO energy (spin up / spin down) = -11.9 / -11.9 eV
Total charge = +1
<S²> = 0.772
HOMO-LUMO gap (spin up / spin down) = 6.03 / 2.45 eV
Calculated total energy = -6623.5642 Ha